{
  "formula": "H26O13",
  "method": "ωB97M-V/def2-TZVPD",
  "elements": ["H", "H", "H", "H", "H", "H", "H", "H", "H", "H", "H", "H", "H", "H", "H", "H", "H", "H", "H", "H", "H", "H", "H", "H", "H", "H", "O", "O", "O", "O", "O", "O", "O", "O", "O", "O", "O", "O", "O"],
  "coordinates": [[-0.9345, -0.9981, -0.7507], [0.4136, -0.7387, 0.0853], [2.1433, 1.6976, -1.3472], [1.7697, 2.8115, -2.4060], [0.9161, -1.8531, 3.5154], [0.6220, -2.1464, 1.9628], [0.6512, -3.4798, -2.2755], [-0.2016, -2.2893, -1.5701], [-2.7567, -0.7653, 1.0996], [-3.4726, 0.0813, 2.0376], [1.9156, 3.0710, -0.3386], [2.7369, 4.3277, -0.6719], [1.3410, -2.6871, -0.6632], [1.1334, -3.9754, -0.0922], [1.5998, 2.4381, 1.1665], [2.5393, 2.9320, 2.3124], [-0.3901, 1.3189, -1.6531], [0.5696, 0.0858, -1.7688], [-5.8239, 0.2289, -0.5417], [-4.6112, -0.0724, -1.3560], [3.6621, -3.1001, 0.9539], [3.7049, -3.1408, -0.6092], [-2.8450, 1.9308, -1.2544], [-2.2828, 1.0794, -0.0903], [-0.7451, 1.1843, 2.3287], [-1.7643, 1.4111, 1.4367], [-0.5182, -1.1418, 0.1175], [1.3941, 2.1436, -1.7360], [0.5247, -1.4985, 2.7561], [-0.0387, -2.7226, -2.3956], [-3.5059, -0.8085, 1.6768], [2.5390, 3.7184, 0.0403], [0.9688, -3.0643, 0.2072], [2.4878, 2.6442, 1.3763], [-0.0383, 0.6049, -2.2223], [-4.8394, 0.0954, -0.4524], [4.1803, -2.8570, 0.2094], [-2.0230, 1.6665, -0.7779], [-1.0220, 1.8679, 1.6905]],
  "lowdin_charge": [0.039, 0.097, 0.063, 0.133, -0.007, 0.043, 0.091, -0.043, -0.020, 0.032, 0.009, 0.039, 0.064, 0.069, 0.017, 0.090, 0.023, -0.030, 0.079, 0.022, 0.003, 0.043, 0.090, -0.018, 0.063, -0.065, -0.089, -0.074, -0.073, -0.065, -0.035, -0.155, -0.099, -0.091, -0.082, -0.063, -0.053, -0.036, -0.010],
  "gap_ev": 7.54,
  "e_above_lowest_kcal_mol": 221.7,
  "total_energy_ev": -27032.3346
}



{
  "formula": "C62H60CrN11OPS",
  "method": "ωB97M-V/def2-TZVPD",
  "elements": ["Cr", "C", "N", "C", "N", "C", "C", "C", "C", "C", "C", "C", "C", "C", "C", "C", "C", "C", "C", "P", "C", "N", "C", "C", "N", "C", "C", "C", "C", "C", "C", "C", "C", "C", "C", "C", "C", "C", "C", "N", "C", "C", "N", "C", "C", "C", "C", "C", "C", "C", "C", "C", "C", "C", "C", "C", "H", "H", "H", "H", "H", "H", "H", "H", "H", "H", "H", "H", "H", "H", "H", "H", "H", "H", "H", "H", "H", "H", "H", "H", "H", "H", "H", "H", "H", "H", "H", "H", "H", "H", "H", "H", "H", "H", "H", "N", "C", "S", "N", "N", "C", "C", "C", "C", "C", "C", "C", "O", "H", "H", "H", "H", "H", "H", "H", "C", "C", "N", "C", "C", "C", "C", "N", "H", "H", "H", "H", "H", "H", "H", "H", "H", "H", "H", "H", "H", "H"],
  "coordinates": [[0.1635, -0.0278, -1.5831], [4.3573, -2.1060, 1.1548], [3.5819, -0.9681, 0.6504], [2.2590, -0.9794, 0.3794], [1.8794, 0.1686, -0.1789], [3.0296, 0.9380, -0.2947], [4.0878, 0.2416, 0.2340], [5.5066, 0.6331, 0.3387], [6.1985, 0.5329, 1.5445], [7.5251, 0.9323, 1.6296], [8.1715, 1.4388, 0.5104], [7.4876, 1.5445, -0.6941], [6.1613, 1.1468, -0.7810], [3.1075, 2.2835, -0.9081], [2.7939, 2.4856, -2.2498], [2.9084, 3.7504, -2.8080], [3.3290, 4.8244, -2.0326], [3.6434, 4.6290, -0.6948], [3.5383, 3.3603, -0.1380], [1.2170, -2.3367, 1.0282], [0.0357, -2.7605, -1.5813], [-0.3934, -1.7044, -2.4559], [-1.3181, -2.2071, -3.3774], [-1.5822, -3.4928, -3.1082], [-0.8195, -3.8705, -1.9666], [-0.6274, -5.2397, -1.5520], [-2.5116, -4.4071, -3.7902], [-2.4242, -4.6058, -5.1707], [-3.3401, -5.4120, -5.8314], [-4.3517, -6.0499, -5.1234], [-4.4388, -5.8741, -3.7485], [-3.5296, -5.0578, -3.0886], [-1.8352, -1.3190, -4.4295], [-3.1317, -1.4125, -4.9388], [-3.6037, -0.4745, -5.8447], [-2.7970, 0.5802, -6.2591], [-1.4957, 0.6692, -5.7787], [-1.0171, -0.2756, -4.8774], [0.2114, -1.1923, 2.0610], [-0.7709, -0.5639, 1.4189], [-1.7917, -0.2188, 2.3282], [-1.3651, -0.7284, 3.5265], [-0.1473, -1.3339, 3.3195], [0.6328, -2.1173, 4.2909], [-2.0443, -0.7469, 4.8370], [-1.4183, -0.2676, 5.9860], [-2.0794, -0.2979, 7.2052], [-3.3663, -0.8160, 7.2839], [-3.9904, -1.3014, 6.1409], [-3.3344, -1.2644, 4.9194], [-2.8406, 0.8529, 2.2392], [-2.8662, 1.7681, 3.3008], [-3.8057, 2.7831, 3.3642], [-4.7453, 2.9250, 2.3525], [-4.7245, 2.0394, 1.2869], [-3.7891, 1.0144, 1.2286], [4.0172, -3.0162, 0.6685], [4.2563, -2.2058, 2.2358], [5.4016, -1.9508, 0.9111], [5.6924, 0.1594, 2.4292], [8.0518, 0.8509, 2.5725], [9.2058, 1.7543, 0.5777], [7.9896, 1.9323, -1.5723], [5.6258, 1.2281, -1.7201], [2.4886, 1.6426, -2.8565], [2.6683, 3.8983, -3.8544], [3.4200, 5.8105, -2.4728], [3.9748, 5.4605, -0.0842], [3.7937, 3.1999, 0.9059], [-1.5482, -5.7965, -1.7057], [-0.3888, -5.2828, -0.4836], [0.1637, -5.7562, -2.1072], [-1.6282, -4.1169, -5.7202], [-3.2622, -5.5467, -6.9044], [-5.0676, -6.6781, -5.6396], [-5.2268, -6.3650, -3.1885], [-3.6317, -4.8916, -2.0210], [-3.7839, -2.2076, -4.6014], [-4.6155, -0.5596, -6.2243], [-3.1744, 1.3160, -6.9595], [-0.8488, 1.4735, -6.1112], [0.0068, -0.2224, -4.5208], [0.0479, -2.2473, 5.1924], [1.5618, -1.6089, 4.5327], [0.8672, -3.0875, 3.8649], [-0.4181, 0.1518, 5.9238], [-1.5930, 0.0899, 8.0918], [-3.8833, -0.8391, 8.2354], [-4.9913, -1.7115, 6.2000], [-3.8218, -1.6349, 4.0238], [-2.1335, 1.6945, 4.0952], [-3.8021, 3.4642, 4.2072], [-5.4822, 3.7182, 2.3966], [-5.4538, 2.1358, 0.4912], [-3.7984, 0.3094, 0.4203], [-2.9058, 0.5046, -2.2524], [-1.8746, 0.0020, -1.5791], [-0.3921, 2.2300, -0.9087], [-2.1192, -0.7502, -0.5181], [-0.8168, -0.9694, 0.0182], [-0.2718, -2.3550, -0.0664], [1.5657, -2.9346, -1.7799], [2.2588, -4.0988, -1.4258], [3.6107, -4.2655, -1.6927], [4.2975, -3.2452, -2.3461], [3.6517, -2.0683, -2.6768], [2.2952, -1.8518, -2.3672], [1.8022, -0.6409, -2.5544], [-2.7452, 0.9448, -3.1437], [-3.8459, 0.2018, -2.0508], [-0.9813, -3.0628, 0.3812], [1.7351, -4.9067, -0.9302], [4.1127, -5.1827, -1.4079], [5.3497, -3.3633, -2.5804], [4.1825, -1.2556, -3.1623], [-0.5238, 5.7322, 3.3985], [-1.5043, 4.5840, 3.1685], [-1.2706, 3.7966, 1.9389], [-2.2108, 4.0791, 0.8329], [-1.8773, 5.3629, 0.0859], [-0.2510, 2.9467, 1.8375], [0.6158, 2.6648, 3.0414], [0.1261, 2.3136, 0.7563], [-0.9222, 6.3937, 4.1717], [-0.3851, 6.3168, 2.4877], [0.4537, 5.3861, 3.7348], [-2.5080, 4.9901, 3.0686], [-1.5278, 3.9223, 4.0335], [-3.2060, 4.1296, 1.2752], [-2.2044, 3.2413, 0.1460], [-1.9601, 6.2440, 0.7265], [-2.5723, 5.4851, -0.7474], [-0.8650, 5.3116, -0.3228], [1.3751, 3.4388, 3.1506], [1.1260, 1.7100, 2.9074], [0.0375, 2.6194, 3.9618], [0.9356, 1.7221, 0.8879]],
  "lowdin_charge": [0.577, -0.005, -0.024, -0.418, 0.033, -0.158, -0.101, -0.169, -0.045, -0.073, -0.074, -0.059, -0.012, -0.205, -0.051, -0.064, -0.077, -0.074, -0.040, 1.241, -0.368, -0.049, -0.171, -0.115, -0.033, -0.050, -0.184, -0.035, -0.075, -0.090, -0.083, -0.051, -0.170, -0.038, -0.080, -0.096, -0.081, -0.039, -0.334, 0.084, -0.018, -0.108, -0.012, 0.025, -0.200, -0.055, -0.062, -0.062, -0.052, -0.008, -0.122, -0.049, -0.095, -0.088, -0.063, -0.013, 0.067, 0.090, 0.097, 0.113, 0.107, 0.108, 0.110, 0.123, 0.103, 0.110, 0.105, 0.104, 0.117, 0.075, 0.086, 0.091, 0.123, 0.105, 0.102, 0.102, 0.115, 0.115, 0.104, 0.100, 0.104, 0.105, 0.091, 0.102, 0.084, 0.119, 0.111, 0.112, 0.113, 0.129, 0.106, 0.115, 0.119, 0.116, 0.078, 0.143, -0.477, 0.758, 0.045, -0.185, -0.263, -0.101, -0.087, -0.115, -0.090, -0.010, -0.331, -0.201, 0.091, 0.113, 0.132, 0.087, 0.101, 0.105, 0.117, -0.048, -0.208, -0.033, -0.229, -0.058, -0.352, 0.034, -0.255, 0.086, 0.076, 0.064, 0.117, 0.096, 0.088, 0.033, 0.070, 0.086, 0.072, 0.094, 0.085, 0.077, 0.041],
  "gap_ev": [4.76, 4.77],
  "s_squared": 1.213,
  "total_energy_ev": -132244.0614,
  "charge": 1,
  "multiplicity": 2
}



{
  "formula": "C17H19N2",
  "method": "ωB97M-V/def2-TZVPD",
  "elements": ["C", "C", "C", "C", "C", "C", "C", "C", "C", "H", "H", "H", "H", "H", "H", "H", "H", "H", "H", "H", "C", "C", "C", "C", "C", "C", "C", "N", "C", "N", "H", "H", "H", "H", "H", "H", "H", "H"],
  "coordinates": [[-1.5674, -1.7467, 2.1285], [-0.8137, -0.4804, 2.0063], [-1.6037, 0.7371, 2.3232], [0.6034, -0.4744, 2.1195], [1.3476, 0.7423, 2.1817], [2.7230, 0.7335, 2.3820], [3.4066, -0.4768, 2.5745], [2.6849, -1.6827, 2.5912], [1.3121, -1.6857, 2.3877], [-1.1159, -2.5714, 1.5750], [-1.6098, -2.0665, 3.1819], [-2.5964, -1.5763, 1.8053], [-1.0812, 1.6749, 2.1233], [-2.5506, 0.7127, 1.7706], [-1.8478, 0.7588, 3.4004], [0.8387, 1.6956, 2.0590], [3.2741, 1.6719, 2.3451], [4.4914, -0.4841, 2.6934], [3.2074, -2.6286, 2.7347], [0.7648, -2.6306, 2.4626], [0.9422, 2.9880, -3.1426], [0.1678, 1.7194, -2.9776], [-0.0225, 1.2060, -1.6857], [-0.7545, 0.0362, -1.5340], [-1.2651, -0.5996, -2.6885], [-1.0806, -0.1108, -3.9707], [-0.3502, 1.0732, -4.1069], [-1.9447, -1.7145, -2.2081], [-1.8379, -1.7276, -0.8421], [-1.1414, -0.6871, -0.4068], [1.0025, 3.2407, -4.2023], [0.4645, 3.8207, -2.6076], [1.9612, 2.8889, -2.7435], [0.3676, 1.6649, -0.7738], [-1.4965, -0.6408, -4.8237], [-0.1674, 1.5177, -5.0853], [-2.4170, -2.3816, -2.7921], [-2.2953, -2.5165, -0.2547]],
  "lowdin_charge": [-0.067, -0.188, -0.013, -0.182, 0.007, -0.042, -0.019, -0.042, 0.015, 0.082, 0.130, 0.096, 0.082, 0.105, 0.131, 0.109, 0.118, 0.123, 0.119, 0.120, -0.054, -0.273, 0.029, -0.201, -0.191, 0.003, -0.027, 0.126, -0.120, 0.127, 0.077, 0.089, 0.089, 0.116, 0.118, 0.119, 0.162, 0.127],
  "gap_ev": 6.52,
  "e_above_lowest_kcal_mol": 23.6,
  "total_energy_ev": -20911.0345,
  "charge": 1
}